--- w ---
ORCA calculation (ωB97M-V/def2-TZVPD) on one molecule with the formula C2H5NS.

Values from the calculation:
SMILES = CNC=S
HOMO-LUMO gap = 9.055 eV
Spin multiplicity = 1
E_LUMO = 0.79 eV
HOMO energy = -8.27 eV
Total charge = 0

Geometry (Å):
C  -0.16953  1.02348  0.12059
N  0.57589  -0.13040  -0.19544
C  0.07408  -1.33559  -0.14205
S  -1.51729  -1.71322  0.07789
H  -0.08214  1.75701  -0.63782
H  0.06850  1.58393  1.06373
H  -1.24571  0.83913  0.21897
H  1.52982  0.06741  -0.29610
H  0.76639  -2.09175  -0.20976

Löwdin charges in e: -0.139, -0.107, -0.710, 0.585, 0.069, 0.106, 0.040, 0.125, 0.031

--- x ---
ORCA calculation (ωB97M-V/def2-TZVPD) on a 2-piece molecular cluster, C2H5NS overall.

Values from the calculation:
SMILES = C#C.NS
HOMO-LUMO gap = 9.804 eV
Spin multiplicity = 1
E_LUMO = 0.53 eV
HOMO energy = -9.27 eV
Total charge = 0

Geometry (Å):
C  0.85130  -1.35041  1.76236
C  0.83591  -0.33568  1.16646
H  0.98699  -2.43191  2.03512
H  0.77268  0.67921  1.07775
N  -0.39084  -0.14983  -2.98436
S  -1.35766  0.93999  -1.80985
H  0.55605  0.24712  -3.11964
H  -0.75477  0.08993  -3.94235
H  -1.28880  -0.03855  -0.67892

Löwdin charges in e: -0.011, -0.041, 0.055, -0.007, -0.386, 0.497, -0.004, 0.006, -0.110

Most stable: w. Least stable: x.

--- w ---
ORCA calculation (ωB97M-V/def2-TZVPD) on a 3-piece molecular cluster, C2H10NO3 overall.

Values from the calculation:
HOMO-LUMO gap = 8.041 eV
Spin multiplicity = 1
E_LUMO = 4.05 eV
HOMO energy = -3.99 eV
Total charge = -1

Geometry (Å):
C  0.81116  1.05539  -1.78931
N  0.38798  -0.32555  -1.45701
C  0.43500  -0.51576  -0.03996
O  -0.40295  0.19600  0.78778
H  0.23852  1.86317  -1.31809
H  0.96261  1.09140  -2.87191
H  1.88669  1.30414  -1.34946
H  -0.59935  -0.34452  -1.52578
H  1.58070  -0.31528  0.15815
H  0.11893  -1.61493  0.25184
H  1.20686  0.01242  2.94818
H  0.42811  -0.40326  2.10025
O  0.73793  -0.81596  2.97704
H  -1.97775  -0.26973  0.81042
H  -2.87365  -0.38715  -0.33068
O  -2.94078  -0.53039  0.64853

Löwdin charges in e: -0.166, -0.126, -0.530, -0.332, 0.058, 0.048, 0.096, 0.057, 0.113, 0.130, -0.008, -0.020, -0.148, -0.022, 0.014, -0.165

--- x ---
ORCA calculation (ωB97M-V/def2-TZVPD) on a 3-piece molecular cluster, C2H10NO3 overall.

Values from the calculation:
HOMO-LUMO gap = 7.583 eV
Spin multiplicity = 1
E_LUMO = 3.91 eV
HOMO energy = -3.67 eV
Total charge = -1

Geometry (Å):
C  0.89937  -1.45194  -0.90533
N  -0.05499  -0.46732  -0.52880
C  0.07298  0.00152  0.87789
O  -0.35890  1.25536  1.12359
H  0.94471  -2.32962  -0.25496
H  0.84133  -1.84956  -1.93541
H  1.89158  -0.99963  -0.89932
H  -0.99180  -0.46978  -0.90904
H  -0.47040  -0.72683  1.50969
H  1.13531  -0.10383  1.10119
H  -2.67488  -0.34006  0.37323
H  -2.18443  0.97867  0.91410
O  -3.00983  0.44076  0.83169
H  1.79439  1.52240  -0.76531
H  0.72593  2.13676  0.06140
O  1.43963  2.40310  -0.59461

Löwdin charges in e: -0.204, -0.128, -0.511, -0.312, 0.058, 0.069, 0.057, 0.085, 0.090, 0.088, -0.007, -0.003, -0.121, -0.014, -0.006, -0.141

Most stable: x. Least stable: w.

--- w ---
ORCA calculation (ωB97M-V/def2-TZVPD) on one molecule with the formula CH4N2.

Values from the calculation:
SMILES = [H]/N=C\N
HOMO-LUMO gap = 11.499 eV
Spin multiplicity = 1
E_LUMO = 1.02 eV
HOMO energy = -10.48 eV
Total charge = 0

Geometry (Å):
H  -1.82800  -0.01992  0.06665
N  -1.32404  -0.16336  -0.77014
C  -0.09113  -0.11120  -0.52958
N  0.42661  0.21552  0.83018
H  0.68850  -0.34463  -1.28720
H  0.97767  -0.52632  1.09634
H  1.15040  0.94990  0.59376

Löwdin charges in e: 0.026, 0.088, -0.328, 0.011, 0.105, 0.011, 0.087

--- x ---
ORCA calculation (ωB97M-V/def2-TZVPD) on one molecule with the formula CH4N2.

Values from the calculation:
SMILES = [H]/N=C\N
HOMO-LUMO gap = 10.541 eV
Spin multiplicity = 1
E_LUMO = 1.09 eV
HOMO energy = -9.45 eV
Total charge = 0

Geometry (Å):
H  0.01899  -1.71134  0.55969
N  -0.71166  -1.28285  0.00121
C  -0.49202  -0.07703  -0.29360
N  0.60114  0.70946  0.08136
H  -1.05781  0.42688  -1.07175
H  0.46284  1.69444  -0.02763
H  1.17853  0.24044  0.75073

Löwdin charges in e: 0.029, 0.053, -0.395, 0.060, 0.102, 0.074, 0.078

Most stable: x. Least stable: w.

--- w ---
ORCA calculation (ωB97M-V/def2-TZVPD) on a 2-piece molecular cluster, C17H19N overall.

Values from the calculation:
SMILES = Cc1c[nH]c2ccccc12.CCc1ccccc1
HOMO-LUMO gap = 8.613 eV
Spin multiplicity = 1
E_LUMO = 0.87 eV
HOMO energy = -7.74 eV
Total charge = 0

Geometry (Å):
C  0.30208  -3.44490  0.39201
C  0.90798  -2.08077  0.25406
C  0.91339  -1.13712  1.23205
N  1.46127  0.03918  0.74808
C  1.82001  -0.15287  -0.55783
C  2.51665  0.66632  -1.45381
C  2.86480  0.13402  -2.67213
C  2.71673  -1.24134  -2.95400
C  1.96478  -2.01336  -2.10460
C  1.49985  -1.47806  -0.89600
H  0.09015  -3.85904  -0.59314
H  -0.65048  -3.37258  0.90869
H  0.95028  -4.16935  0.88397
H  0.63625  -1.20214  2.27281
H  1.82470  0.77553  1.33494
H  2.76154  1.70190  -1.24694
H  3.30870  0.82357  -3.37852
H  3.12850  -1.64585  -3.86757
H  1.79027  -3.06116  -2.30707
C  -2.00550  -0.11570  -1.35841
C  -2.65837  1.21147  -1.01210
C  -2.42184  1.60378  0.44226
C  -1.39685  2.50148  0.74694
C  -0.92190  2.55941  2.05345
C  -1.44550  1.78782  3.07531
C  -2.49731  0.93122  2.78210
C  -2.91071  0.79225  1.45895
H  -0.92743  -0.05616  -1.23682
H  -2.15096  -0.37573  -2.40536
H  -2.41431  -0.88745  -0.70513
H  -2.24128  2.03247  -1.60250
H  -3.71293  1.28232  -1.27835
H  -1.08850  3.31209  0.09535
H  -0.19387  3.34231  2.23414
H  -0.96028  1.75083  4.04378
H  -3.12490  0.45493  3.52289
H  -3.70416  0.08604  1.24574

Löwdin charges in e: -0.043, -0.238, -0.056, 0.084, -0.233, -0.030, -0.104, -0.095, -0.031, -0.161, 0.070, 0.074, 0.076, 0.123, 0.151, 0.105, 0.096, 0.095, 0.107, -0.078, -0.215, -0.230, -0.051, -0.111, -0.103, -0.086, -0.057, 0.063, 0.074, 0.074, 0.102, 0.106, 0.111, 0.099, 0.099, 0.100, 0.113

--- x ---
ORCA calculation (ωB97M-V/def2-TZVPD) on a 2-piece molecular cluster, C17H19N overall.

Values from the calculation:
SMILES = CCc1c[nH]c2ccccc12.Cc1ccccc1
HOMO-LUMO gap = 8.205 eV
Spin multiplicity = 1
E_LUMO = 0.75 eV
HOMO energy = -7.45 eV
Total charge = 0

Geometry (Å):
C  1.56533  -2.87329  -0.77928
C  0.14858  -2.20479  -0.34703
C  0.19376  -1.47530  0.98860
C  -0.92139  -1.59152  1.90267
N  -0.74376  -0.62037  2.79518
C  0.64327  -0.24178  2.95003
C  1.38963  0.30171  4.01824
C  2.75390  0.30873  3.91438
C  3.35185  0.04991  2.62476
C  2.66721  -0.48170  1.47603
C  1.24103  -0.67846  1.63462
H  1.73119  -2.67292  -1.73331
H  1.43517  -3.95303  -0.72047
H  2.52426  -2.71972  -0.25627
H  -0.24362  -1.55357  -1.15008
H  -0.53937  -2.99607  -0.21688
H  -1.78092  -2.31981  1.98013
H  -1.43289  -0.68943  3.68038
H  0.80561  0.55846  4.80790
H  3.38078  0.24371  4.87231
H  4.37134  0.35509  2.55122
H  3.23005  -0.67412  0.58807
C  -1.73352  2.42744  -4.39006
C  -1.72770  1.90810  -3.04772
C  -2.91888  1.51922  -2.43342
C  -2.86237  1.19117  -1.05642
C  -1.64768  1.18085  -0.33951
C  -0.42885  1.42148  -1.03477
C  -0.54660  1.80048  -2.36220
H  -2.58075  2.02958  -5.14105
H  -0.79741  2.20253  -4.95385
H  -2.08459  3.48741  -4.59687
H  -3.93417  1.59953  -2.94635
H  -3.74481  0.96840  -0.53964
H  -1.63211  0.95296  0.73998
H  0.48253  1.22240  -0.54146
H  0.38589  2.01669  -2.93787

Löwdin charges in e: -0.057, -0.148, -0.188, -0.102, -0.004, -0.136, -0.060, -0.106, -0.087, -0.018, -0.099, -0.001, 0.063, 0.065, 0.100, 0.076, 0.144, 0.206, 0.070, 0.127, 0.076, 0.081, -0.106, -0.356, -0.038, -0.080, -0.075, -0.068, -0.072, 0.117, 0.082, 0.094, 0.131, 0.073, 0.091, 0.082, 0.124

Most stable: w. Least stable: x.

--- w ---
ORCA calculation (ωB97M-V/def2-TZVPD) on an isolated ion of composition C7H16N3 and charge +1.

Values from the calculation:
SMILES = [H]/N=C/N1[C@H](C(C)(C)C)[N@H+]1C
HOMO-LUMO gap = 11.320 eV
Spin multiplicity = 1
E_LUMO = -3.48 eV
HOMO energy = -14.80 eV
Total charge = +1

Geometry (Å):
H  -3.24704  0.92318  2.16800
N  -2.55974  0.68408  1.46287
C  -2.47006  1.31290  0.38923
N  -1.50200  0.74660  -0.48207
C  -0.33721  0.04208  0.23427
C  1.04962  0.23628  -0.18205
C  1.73226  -0.98475  0.41541
C  1.55811  1.66046  0.31928
C  1.11012  0.11188  -1.78952
N  -1.38120  -0.68944  -0.57530
C  -2.14210  -1.70947  0.16146
H  -3.02722  2.12141  -0.10996
H  -0.63707  0.01041  1.19338
H  2.30829  -0.71619  1.24391
H  2.39444  -1.25966  -0.39484
H  1.13846  -1.88028  0.73614
H  1.02114  2.37521  -0.34512
H  1.62800  1.90142  1.30567
H  2.61328  1.73519  -0.00532
H  0.50313  -0.65997  -2.08001
H  2.13310  0.13944  -2.16574
H  0.71461  1.14037  -2.23226
H  -1.10616  -1.10454  -1.52427
H  -3.26685  -1.33240  0.04923
H  -2.19927  -2.76490  -0.31398
H  -2.02273  -1.74176  1.22589

Löwdin charges in e: 0.099, 0.149, -0.177, 0.062, -0.150, -0.494, -0.018, 0.015, -0.007, -0.032, -0.022, 0.146, 0.099, 0.071, 0.087, 0.113, 0.097, 0.049, 0.103, 0.024, 0.095, 0.132, 0.206, 0.137, 0.139, 0.079

--- x ---
ORCA calculation (ωB97M-V/def2-TZVPD) on a 2-piece molecular cluster, C7H16N3 overall.

Values from the calculation:
HOMO-LUMO gap = 7.683 eV
Spin multiplicity = 1
E_LUMO = -3.92 eV
HOMO energy = -11.60 eV
Total charge = +1

Geometry (Å):
C  0.25395  0.06797  -3.17687
N  -0.33366  1.02658  -2.23574
C  -0.22586  2.46072  -2.50158
C  -1.02398  0.60571  -1.21392
H  0.91115  0.63901  -3.83831
H  0.82132  -0.69356  -2.62005
H  -0.53176  -0.43395  -3.76712
H  0.51531  2.58091  -3.29628
H  -1.19724  2.87495  -2.82153
H  0.09365  2.97790  -1.58354
H  -1.49051  1.33257  -0.54512
H  -1.12667  -0.46616  -1.04597
C  0.60483  1.20593  2.20783
C  0.26098  -0.21611  1.92728
N  -0.38144  -0.70667  0.91169
C  -0.49351  -2.16173  1.11078
C  0.26334  -2.47667  2.39567
N  0.61159  -1.14904  2.85084
H  1.31677  1.24390  3.04034
H  1.05589  1.66004  1.31662
H  -0.29983  1.76627  2.48512
H  -1.54308  -2.46780  1.19981
H  -0.06064  -2.67245  0.24500
H  -0.37768  -2.98165  3.12085
H  1.16689  -3.06297  2.19568
H  1.21017  -0.95368  3.63851

Löwdin charges in e: 0.007, -0.201, -0.001, 0.146, 0.097, 0.112, 0.118, 0.097, 0.117, 0.109, 0.127, 0.093, 0.002, -0.421, 0.017, -0.183, -0.149, 0.048, 0.085, 0.080, 0.095, 0.114, 0.106, 0.119, 0.120, 0.146

Most stable: x. Least stable: w.

--- w ---
ORCA calculation (ωB97M-V/def2-TZVPD) on C6H8Li2O6 as an isolated structure.

Values from the calculation:
HOMO-LUMO gap = 6.380 eV
Spin multiplicity = 1
E_LUMO = -0.29 eV
HOMO energy = -6.67 eV
Total charge = 0

Geometry (Å):
O  0.91304  -0.75736  1.36918
C  1.53291  -0.89171  0.18671
C  1.22027  -1.88696  2.21458
O  1.59933  0.00950  -0.62395
O  2.35901  -1.92447  0.19301
C  2.42327  -2.50648  1.50958
H  0.35675  -2.56140  2.23794
H  1.43276  -1.50899  3.21718
H  2.35378  -3.59260  1.40685
H  3.38040  -2.21931  1.95990
Li  -0.67369  0.95129  1.37417
O  -2.20951  -0.29819  0.31527
O  -1.84061  0.86869  -1.56736
C  -2.50438  2.02538  -1.02596
C  -1.45678  3.09180  -0.68633
O  -0.38582  2.55154  0.00575
C  -1.72608  -0.34486  -0.81608
H  -3.21772  2.38578  -1.78213
H  -3.06257  1.73332  -0.12491
H  -1.98283  3.89523  -0.12586
H  -1.13598  3.56486  -1.64406
Li  0.25791  1.30167  -1.19988

Löwdin charges in e: 0.008, -0.559, -0.072, 0.077, 0.098, -0.073, 0.144, 0.138, 0.140, 0.139, 0.740, -0.185, -0.248, -0.228, -0.419, -0.464, -0.343, 0.119, 0.103, 0.106, 0.104, 0.676

--- x ---
ORCA calculation (ωB97M-V/def2-TZVPD) on C6H8Li2O6 as an isolated structure.

Values from the calculation:
HOMO-LUMO gap = 6.778 eV
Spin multiplicity = 1
E_LUMO = -0.33 eV
HOMO energy = -7.11 eV
Total charge = 0

Geometry (Å):
Li  -1.18598  0.19969  1.24611
O  0.59492  -0.07097  0.52445
O  -1.03922  -0.41214  -2.70724
C  -2.44231  -0.76073  -2.82608
C  -2.74218  -1.34710  -1.45414
O  -1.55986  -0.96546  -0.69988
C  -0.61741  -0.36545  -1.45328
H  -3.02054  0.13803  -3.06566
H  -2.53038  -1.48379  -3.64276
H  -2.80276  -2.43989  -1.42982
H  -3.63870  -0.92601  -0.98729
Li  1.05661  1.04205  -0.90933
O  1.12375  2.49908  0.35113
O  2.05743  1.86876  2.16741
C  2.85050  0.73214  1.84232
C  1.87627  -0.44559  1.66819
O  0.14096  1.42771  2.43281
C  0.86710  1.90243  1.43458
H  3.44560  0.96947  0.95014
H  3.52242  0.56552  2.69533
H  1.57358  -0.86246  2.65084
H  2.47020  -1.26529  1.21220

Löwdin charges in e: 0.748, -0.592, -0.027, -0.106, -0.103, -0.102, -0.112, 0.132, 0.132, 0.134, 0.131, 0.697, -0.086, -0.114, -0.210, -0.090, -0.135, -0.718, 0.109, 0.122, 0.099, 0.086

Most stable: w. Least stable: x.

--- w ---
ORCA calculation (ωB97M-V/def2-TZVPD) on one molecule with the formula CH4N2O.

Values from the calculation:
SMILES = NNC=O
HOMO-LUMO gap = 10.108 eV
Spin multiplicity = 1
E_LUMO = 0.46 eV
HOMO energy = -9.65 eV
Total charge = 0

Geometry (Å):
N  0.11257  -0.62585  -1.09572
N  0.39363  -0.59748  0.26844
C  -0.14063  0.69714  0.67337
O  -1.30985  0.98595  0.72818
H  -0.72897  -1.19920  -1.19991
H  -0.32244  0.43840  -1.17473
H  1.36709  -0.80845  0.45446
H  0.62860  1.10949  1.34592

Löwdin charges in e: -0.040, -0.110, -0.343, 0.060, 0.071, 0.133, 0.106, 0.123

--- x ---
ORCA calculation (ωB97M-V/def2-TZVPD) on one molecule with the formula CH4N2O.

Values from the calculation:
SMILES = NN1CO1
HOMO-LUMO gap = 10.631 eV
Spin multiplicity = 1
E_LUMO = 1.05 eV
HOMO energy = -9.59 eV
Total charge = 0

Geometry (Å):
N  -0.27423  1.31541  -0.43584
N  0.44094  0.18488  -0.54051
C  0.03177  -1.11123  0.02755
O  1.01648  -0.56320  0.82755
H  -1.13684  1.31501  0.00461
H  0.29907  2.06183  -0.02978
H  -0.90330  -1.18282  0.47642
H  0.52611  -2.01989  -0.33000

Löwdin charges in e: 0.041, -0.056, -0.249, -0.108, 0.058, 0.115, 0.083, 0.116

Most stable: w. Least stable: x.

--- w ---
ORCA calculation (ωB97M-V/def2-TZVPD) on CH4N2O as an isolated structure.

Values from the calculation:
HOMO-LUMO gap = 9.597 eV
Spin multiplicity = 1
E_LUMO = -0.07 eV
HOMO energy = -9.66 eV
Total charge = 0

Geometry (Å):
C  0.33707  -0.07570  0.11725
N  -0.33460  0.31802  1.26564
N  -0.21106  0.33740  -1.10839
O  1.58839  -0.19436  0.20366
H  0.08776  -0.13255  2.07554
H  -0.77374  -0.80182  0.64703
H  0.45705  0.47705  -1.85137
H  -1.15087  0.07196  -1.34937

Löwdin charges in e: -0.773, 0.162, 0.125, -0.020, 0.078, 0.240, 0.103, 0.085

--- x ---
ORCA calculation (ωB97M-V/def2-TZVPD) on one molecule with the formula CH4N2O.

Values from the calculation:
SMILES = CNN=O
HOMO-LUMO gap = 10.468 eV
Spin multiplicity = 1
E_LUMO = 0.97 eV
HOMO energy = -9.50 eV
Total charge = 0

Geometry (Å):
C  0.04712  -0.30134  -0.20998
N  -0.70947  0.99730  -0.01717
N  -1.98370  0.84451  -0.41215
O  -2.70297  1.82853  -0.26512
H  0.37771  -0.63431  0.81365
H  -0.60164  -1.06757  -0.69584
H  0.97130  -0.33476  -0.73778
H  -0.32879  1.64737  0.64688

Löwdin charges in e: -0.076, -0.064, -0.127, -0.075, 0.081, 0.086, 0.046, 0.128

--- y ---
ORCA calculation (ωB97M-V/def2-TZVPD) on one molecule with the formula CH4N2O.

Values from the calculation:
SMILES = NC(N)=O
HOMO-LUMO gap = 10.888 eV
Spin multiplicity = 1
E_LUMO = 0.77 eV
HOMO energy = -10.12 eV
Total charge = 0

Geometry (Å):
N  0.15950  -0.95937  -0.59860
C  0.05886  -0.16161  0.51635
N  0.22285  1.18936  0.32046
O  -0.45925  -0.61026  1.51815
H  -0.30436  -1.83778  -0.46415
H  0.55871  -0.76574  -1.49461
H  0.20439  1.46722  -0.64714
H  -0.44070  1.67820  0.84954

Löwdin charges in e: 0.139, -0.669, 0.138, 0.035, 0.098, 0.089, 0.089, 0.080

Most stable: y. Least stable: x.